ORCA calculation (ωB97M-V/def2-TZVPD) on one molecule with the formula C15H19NO4S2.

Geometry as XYZ:
```
41
Properties=species:S:1:pos:R:3
S 1.09484 2.66888 0.25994
S 3.90854 -1.38587 -0.92391
O 1.34144 3.52514 -0.86673
O -3.63836 -0.71176 -0.68303
O 0.99312 3.24218 1.56997
O 1.37470 -0.95605 2.02917
N 2.30151 1.50704 0.33327
C 0.98145 -2.32200 0.31853
C -0.34844 1.68128 -0.06684
C -2.54276 0.07763 -0.54781
C 0.05947 -1.22812 2.01033
C -3.36139 0.35996 1.80286
C -0.53667 1.15332 -1.32460
C -0.24357 -2.05878 0.97858
C -1.25173 1.43724 0.95044
C 2.87286 -0.01163 -1.51246
C 3.40528 -1.52179 0.82678
C -2.36122 0.64404 0.72838
C -3.89917 -1.30809 -1.93213
C -1.63324 0.34251 -1.56731
C 1.93699 -1.62868 1.00273
C 3.15187 1.32285 -0.81962
H 3.78487 -0.66108 1.37716
H 2.92198 2.13946 -1.51231
H -3.09030 -1.98091 -2.23325
H -3.37923 -0.70630 2.02333
H 3.91652 -2.42180 1.17542
H 0.16241 1.39018 -2.11023
H 4.20973 1.39022 -0.55224
H -1.20899 -2.44194 0.72011
H -4.81359 -1.88340 -1.79619
H 1.13739 -2.94390 -0.53946
H -3.12123 0.91000 2.70758
H 3.10392 0.05100 -2.57479
H -4.35887 0.63749 1.46744
H -4.05810 -0.55676 -2.71144
H 2.74287 1.51034 1.23623
H -1.07198 1.89184 1.91183
H -0.54233 -0.78283 2.77582
H -1.77053 -0.07251 -2.55278
H 1.82992 -0.29842 -1.37880
```

Computed properties:
relative energy (zero: lowest compared OMol25 entry of this formula, charge and spin)	4.1	kcal per mole
E_LUMO	0.580	eV
total energy	-1735.0337	hartree
SMILES	COc1ccc(S(=O)(=O)NCCSCc2ccco2)cc1C
E_HOMO	-8.4	eV

These are the Löwdin partial charges, in e, on atoms 1 to 6: 0.66 0.86 -0.29 -0.08 -0.29 0.04


ORCA calculation (ωB97M-V/def2-TZVPD) on one molecule with the formula INO2.

Geometry as XYZ:
```
4
Properties=species:S:1:pos:R:3
I -2.98938 0.02290 -0.00910
O 1.10384 -0.00647 -0.15409
O -0.90186 -0.53531 0.05637
N 0.02274 0.44060 0.08732
```

Computed properties:
relative energy (zero: lowest compared OMol25 entry of this formula, charge and spin)	7.4	kcal per mole
E_LUMO	-2.423	eV
total energy	-502.7907	hartree
SMILES	O=NOI
E_HOMO	-10.5	eV

Charges obtained by Löwdin population analysis, quoted in units of e: 0.79 0.02 -0.62 -0.19


ORCA calculation (ωB97M-V/def2-TZVPD) on one molecule with the formula C7H14S.

Geometry as XYZ:
```
22
Properties=species:S:1:pos:R:3
S 1.76406 -1.33952 -0.09911
C 0.36540 -2.37786 -0.60296
C -2.47466 0.57164 1.09100
C 0.22289 1.62942 -0.91133
C -1.36373 0.62672 0.03888
C 1.08202 -0.05319 0.99139
C -1.24360 1.72533 -0.97728
C 0.06579 0.94107 0.51519
H -0.08421 1.71757 1.25492
H 0.65382 0.92763 -1.60807
H 0.73817 -0.60669 1.90374
H -0.19050 -2.79842 0.22888
H 0.90935 -3.16430 -1.21004
H -2.66218 1.59099 1.47106
H 2.00944 0.50219 1.25482
H -1.80907 1.66059 -1.94818
H -3.39980 0.22253 0.66728
H -1.45494 2.65681 -0.46090
H 0.75450 2.56391 -1.06465
H -2.14417 -0.12263 1.92939
H -0.28986 -1.75798 -1.21807
H -1.18023 -0.33873 -0.48382
```

Computed properties:
relative energy (zero: lowest compared OMol25 entry of this formula, charge and spin)	27.6	kcal per mole
E_LUMO	0.936	eV
total energy	-673.2524	hartree
SMILES	CSC[C@H]1CC[C@@H]1C
E_HOMO	-8.5	eV

These are the Löwdin partial charges, in e, on atoms 1 to 6: 0.78 -0.42 -0.05 -0.15 -0.37 -0.47


Q: Which of these has the highest relative energy (zero: lowest compared OMol25 entry of this formula, charge and spin)?
A: C7H14S


Repeat the first record exactly.
ORCA calculation (ωB97M-V/def2-TZVPD) on one molecule with the formula C15H19NO4S2.

Geometry as XYZ:
```
41
Properties=species:S:1:pos:R:3
S 1.09484 2.66888 0.25994
S 3.90854 -1.38587 -0.92391
O 1.34144 3.52514 -0.86673
O -3.63836 -0.71176 -0.68303
O 0.99312 3.24218 1.56997
O 1.37470 -0.95605 2.02917
N 2.30151 1.50704 0.33327
C 0.98145 -2.32200 0.31853
C -0.34844 1.68128 -0.06684
C -2.54276 0.07763 -0.54781
C 0.05947 -1.22812 2.01033
C -3.36139 0.35996 1.80286
C -0.53667 1.15332 -1.32460
C -0.24357 -2.05878 0.97858
C -1.25173 1.43724 0.95044
C 2.87286 -0.01163 -1.51246
C 3.40528 -1.52179 0.82678
C -2.36122 0.64404 0.72838
C -3.89917 -1.30809 -1.93213
C -1.63324 0.34251 -1.56731
C 1.93699 -1.62868 1.00273
C 3.15187 1.32285 -0.81962
H 3.78487 -0.66108 1.37716
H 2.92198 2.13946 -1.51231
H -3.09030 -1.98091 -2.23325
H -3.37923 -0.70630 2.02333
H 3.91652 -2.42180 1.17542
H 0.16241 1.39018 -2.11023
H 4.20973 1.39022 -0.55224
H -1.20899 -2.44194 0.72011
H -4.81359 -1.88340 -1.79619
H 1.13739 -2.94390 -0.53946
H -3.12123 0.91000 2.70758
H 3.10392 0.05100 -2.57479
H -4.35887 0.63749 1.46744
H -4.05810 -0.55676 -2.71144
H 2.74287 1.51034 1.23623
H -1.07198 1.89184 1.91183
H -0.54233 -0.78283 2.77582
H -1.77053 -0.07251 -2.55278
H 1.82992 -0.29842 -1.37880
```

Computed properties:
relative energy (zero: lowest compared OMol25 entry of this formula, charge and spin)	4.1	kcal per mole
E_LUMO	0.580	eV
total energy	-1735.0337	hartree
SMILES	COc1ccc(S(=O)(=O)NCCSCc2ccco2)cc1C
E_HOMO	-8.4	eV

These are the Löwdin partial charges, in e, on atoms 1 to 6: 0.66 0.86 -0.29 -0.08 -0.29 0.04